Density functional theory data (the ωB97M-V functional and the def2-TZVPD basis) for a structure of composition C2HFINO2.

Geometry as ORCA input:
```
! RIJCOSX wB97M-V def2-TZVPD def2/J DEFGRID3
* xyz 0 1
C -0.3835 -0.3208 0.4634
C 0.4353 -1.2851 0.1387
N -0.5299 0.9510 0.3651
O -0.3495 1.7184 1.3007
O -0.9613 1.4329 -0.9294
F -0.0639 -2.4779 0.4536
I 2.3597 -1.0035 -0.1750
H -0.5068 0.9852 -1.6171
*
```

Its energy relative to the best compared isomer or geometry (same formula, charge and spin) is 186.5 kJ/mol. For the HOMO energy, the calculation gives -9.67 eV. As for the frontier orbital gap: 0.336 Eh. The LUMO energy is -0.52 eV.

---

Density functional theory data (the ωB97M-V functional and the def2-TZVPD basis) for a structure of composition C24H46IrN2O7PS3Si3.

Geometry as ORCA input:
```
! RIJCOSX wB97M-V def2-TZVPD def2/J DEFGRID3
* xyz 1 2
Ir 0.5305 1.2210 0.8147
O -1.6184 1.7408 4.7841
C -1.1765 1.7521 3.5435
O -0.0008 1.7340 3.2396
C -2.2453 1.8207 2.5005
C -3.6122 1.7263 2.7425
C -4.4584 1.7562 1.6467
C -3.9336 1.9319 0.3747
C -2.5560 2.0242 0.2381
N -1.7461 1.9365 1.2859
C -1.7805 2.2050 -1.0198
O -2.3773 2.2755 -2.1844
O -0.5710 2.3226 -0.9595
H -0.8864 1.6790 5.4147
H -3.9903 1.6075 3.7454
H -5.5238 1.6311 1.7809
H -4.5851 1.9862 -0.4879
H -3.3091 2.0239 -2.1796
C 2.8004 0.6969 3.6345
O 2.5210 0.8772 2.2522
Si 3.5725 1.5387 1.1349
C 5.1666 0.5321 1.0796
C 4.0337 3.2996 1.6372
C 2.3477 1.3548 -0.3069
Si 2.4677 2.8137 -1.5436
C 1.5786 2.6936 -3.2044
C 4.2983 3.0939 -1.9680
C 1.7527 4.3022 -0.5858
Si 2.4900 -0.3696 -1.1607
C 1.1317 -0.5207 -2.4570
C 2.3884 -1.7091 0.1886
C 4.1433 -0.5300 -2.0687
H 3.7796 0.2300 3.7594
H 2.0356 0.0519 4.0627
H 2.7986 1.6567 4.1549
H 5.7538 0.6937 1.9863
H 5.8014 0.8180 0.2403
H 4.9652 -0.5367 0.9997
H 4.8000 3.2832 2.4150
H 3.1709 3.8423 2.0266
H 4.4357 3.8697 0.8001
H 1.8532 1.7983 -3.7616
H 1.8581 3.5583 -3.8101
H 0.4983 2.7014 -3.0856
H 4.5379 2.6708 -2.9439
H 4.9776 2.6567 -1.2351
H 4.5127 4.1626 -2.0253
H 1.2259 3.9823 0.3148
H 1.0405 4.8365 -1.2166
H 2.5346 5.0062 -0.3013
H 0.3623 0.2360 -2.3239
H 0.6589 -1.5001 -2.4085
H 1.5345 -0.4106 -3.4641
H 1.9993 -1.3036 1.1228
H 3.3704 -2.1357 0.3975
H 1.7315 -2.5259 -0.1192
H 4.3007 0.3059 -2.7521
H 4.1552 -1.4470 -2.6617
H 4.9927 -0.5681 -1.3875
S -0.3778 -1.7053 2.5207
C -1.9613 -1.6920 2.9781
N -3.0793 -1.6669 3.2825
C -5.3832 -1.6495 -1.5619
C -4.4691 -2.0598 -0.4176
C -5.1601 -3.0489 0.5031
O -3.2765 -2.7300 -0.9071
P -1.9573 -2.0328 -1.4579
S -2.2441 -0.8677 -3.0092
S -1.2119 -0.9204 0.1383
O -1.0252 -3.2453 -1.8090
C -0.9198 -4.5714 -1.1892
C -0.9399 -4.5019 0.3251
C -1.9911 -5.4793 -1.7643
H -6.2826 -1.1816 -1.1602
H -5.6739 -2.5312 -2.1334
H -4.8919 -0.9563 -2.2378
H -4.1508 -1.1831 0.1579
H -5.3785 -3.9723 -0.0333
H -6.0967 -2.6140 0.8500
H -4.5403 -3.2804 1.3689
H 0.0626 -4.9066 -1.5242
H -1.8985 -4.1276 0.6854
H -0.1475 -3.8493 0.6893
H -0.7861 -5.4981 0.7374
H -2.9709 -5.2035 -1.3795
H -1.7819 -6.5145 -1.4983
H -2.0039 -5.3909 -2.8499
*
```

Its energy relative to the best compared isomer or geometry (same formula, charge and spin) is 333.3 kJ/mol. For the HOMO energy (alpha / beta), the calculation gives -10.72 / -10.51 eV. As for the frontier orbital gap (alpha / beta): 0.171 / 0.169 Eh. The LUMO energy (alpha / beta) is -6.08 / -5.91 eV.

---

Density functional theory data (the ωB97M-V functional and the def2-TZVPD basis) for a structure of composition C15H21F5IO2P2SW.

Geometry as ORCA input:
```
! RIJCOSX wB97M-V def2-TZVPD def2/J DEFGRID3
* xyz 3 3
C -1.3826 -0.4805 -4.6183
C -1.1985 -0.4949 -3.1388
H -2.1236 -1.2453 -4.8971
H -0.4830 -0.7534 -5.2139
H -1.7411 0.4779 -5.0446
O -1.6724 -1.2599 -2.3602
I 0.3012 1.0965 -3.1926
W -0.0110 0.3917 -0.2800
P -2.0303 1.6379 -0.4104
C -3.2092 1.2505 0.9314
C -1.5853 3.4081 -0.2081
H -2.5234 3.9452 -0.1873
H -3.9608 2.2773 -1.6368
H -0.9874 3.7248 -1.0528
H -2.5641 2.1112 -2.7478
H -2.6793 1.3286 1.8871
H -1.0369 3.5323 0.7164
C -3.0938 1.6622 -1.9011
H -4.0252 1.9847 0.8620
H -3.4219 0.6481 -2.1602
H -3.5748 0.2287 0.7866
P 1.4414 -1.4270 -0.8691
C 1.4156 -2.7135 0.4218
C 1.2918 -2.3837 -2.4340
H 3.2528 -0.0926 -1.7537
H 3.7758 -1.6979 -1.1670
H 3.4393 -0.3850 0.0065
C 3.1522 -0.8277 -0.9520
H 1.6096 -1.7659 -3.2685
H 1.9587 -3.2359 -2.3223
H 1.9995 -3.5584 0.0376
H 0.3792 -3.0076 0.6133
H 0.2583 -2.7061 -2.5678
H 1.8660 -2.2777 1.3178
C -1.2636 -1.0738 -0.0391
O -2.0700 -2.0084 0.2621
F 2.0037 -0.9158 6.4067
C 1.8494 -0.3451 5.1560
C 0.6247 0.2124 4.7799
F -0.4505 0.1232 5.6460
C 0.5156 0.8687 3.5501
F -0.7107 1.3538 3.2265
C 1.5627 1.0034 2.6343
S 1.3440 1.6282 0.9768
C 2.7913 0.4060 3.0461
F 3.8657 0.3960 2.2071
C 2.9463 -0.2542 4.2907
F 4.1544 -0.7871 4.6603
*
```

For the HOMO energy (alpha / beta), the calculation gives -18.23 / -18.22 eV. As for the frontier orbital gap (alpha / beta): 0.196 / 0.184 Eh. The LUMO energy (alpha / beta) is -12.90 / -13.21 eV.

---

Density functional theory data (the ωB97M-V functional and the def2-TZVPD basis) for a structure of composition C31H23BrGeN3O5S2Sn.

Geometry as ORCA input:
```
! RIJCOSX wB97M-V def2-TZVPD def2/J DEFGRID3
* xyz -2 2
Sn -0.0230 0.0347 0.0212
O -0.0130 -3.3493 5.0298
C 0.0765 -2.7716 3.7840
C 0.5840 -3.4836 2.6795
C 0.6401 -2.8348 1.4702
N 0.2388 -1.5623 1.2815
C -0.2563 -0.8875 2.3879
Br -0.8714 0.9707 2.2483
C -0.3475 -1.4685 3.6468
H 0.3147 -4.2547 4.9824
H 0.9240 -4.5083 2.7590
H 1.0203 -3.3323 0.5873
H -0.7365 -0.9261 4.4988
C 5.2046 2.9563 -1.6201
C 3.9664 2.8998 -2.2562
C 3.1177 1.8139 -2.0434
C 3.5058 0.7765 -1.1952
C 4.7514 0.8375 -0.5599
C 5.5962 1.9262 -0.7720
Ge 2.3305 -0.7391 -0.9224
C 3.1157 -1.9546 0.3750
C 3.3388 -1.5144 1.6828
C 3.9004 -2.3705 2.6275
C 4.2430 -3.6736 2.2727
C 4.0242 -4.1202 0.9713
C 3.4626 -3.2645 0.0240
C 2.0114 -1.6264 -2.6152
C 1.1367 -2.7153 -2.6695
C 0.8961 -3.3639 -3.8788
C 1.5274 -2.9285 -5.0417
C 2.3999 -1.8439 -4.9944
C 2.6421 -1.1936 -3.7848
H 5.8617 3.8014 -1.7864
H 3.6622 3.7003 -2.9166
H 2.1575 1.7777 -2.5442
H 5.0736 0.0400 0.0977
H 6.5602 1.9685 -0.2782
H 3.0749 -0.5024 1.9689
H 4.0704 -2.0229 3.6393
H 4.6796 -4.3387 3.0081
H 4.2916 -5.1335 0.6949
H 3.3013 -3.6255 -0.9841
H 0.6397 -3.0613 -1.7709
H 0.2170 -4.2070 -3.9148
H 1.3399 -3.4331 -5.9819
H 2.8915 -1.5054 -5.8988
H 3.3248 -0.3539 -3.7639
O -0.3436 0.3021 -1.7375
O -2.9637 1.2198 -0.7964
C -3.0202 0.0515 -0.4548
N -1.9848 -0.7385 -0.0518
S -2.5116 -2.2189 0.3142
O -2.1291 -3.2730 -0.6098
O -2.5059 -2.5693 1.7237
C -4.2101 -1.9512 -0.0381
C -5.2721 -2.8246 0.0567
C -6.5248 -2.3263 -0.2931
C -6.6747 -0.9967 -0.7185
C -5.5747 -0.1422 -0.8018
C -4.3343 -0.6458 -0.4526
H -5.1200 -3.8437 0.3890
H -7.3939 -2.9735 -0.2358
H -7.6593 -0.6280 -0.9865
H -5.6734 0.8859 -1.1283
S 1.7322 4.5799 -0.1452
C 1.2073 3.0684 -0.1318
N 0.8122 1.9418 -0.1259
*
```

Its energy relative to the best compared isomer or geometry (same formula, charge and spin) is 692.5 kJ/mol. For the HOMO energy (alpha / beta), the calculation gives 0.30 / -0.48 eV. As for the frontier orbital gap (alpha / beta): 0.147 / 0.175 Eh. The LUMO energy (alpha / beta) is 4.29 / 4.27 eV.

---

Density functional theory data (the ωB97M-V functional and the def2-TZVPD basis) for a structure of composition C19H36O6PSiSn.

Geometry as ORCA input:
```
! RIJCOSX wB97M-V def2-TZVPD def2/J DEFGRID3
* xyz 1 1
Sn 7.9841 12.1602 6.2039
C 7.3516 14.6685 10.9561
C 8.7441 14.0788 10.8509
O 8.4847 12.8097 10.1724
C 8.9086 11.5226 10.6577
C 8.5506 10.3887 9.6671
O 7.4349 10.5261 8.9086
C 6.1196 11.0250 9.5252
C 5.2060 11.8861 8.6564
O 5.0578 13.1799 9.1985
C 5.4144 14.1973 8.2570
C 5.8704 15.3609 9.1907
O 7.1655 15.3455 9.6751
H 7.3321 15.3608 11.8041
H 6.5598 13.9178 11.1236
H 9.1107 13.8312 11.8614
H 9.5137 14.5465 10.1602
H 8.4596 11.4028 11.7015
H 9.9695 11.4024 10.8951
H 8.5522 9.4364 10.3112
H 9.4168 10.4158 9.0463
H 6.4092 11.6569 10.3741
H 5.5134 10.1741 9.8469
H 4.1983 11.3637 8.5174
H 5.6990 11.8432 7.6793
H 4.4625 14.6166 7.7547
H 6.1733 13.9256 7.5268
H 5.1770 15.3893 10.0540
H 5.7062 16.2973 8.5875
C 6.9164 7.3271 4.5218
Si 7.1437 8.7106 5.7519
C 5.3867 8.9056 6.4044
C 7.9550 7.5967 6.9639
C 7.1082 7.0151 7.9171
C 7.6063 6.4722 9.1293
C 8.9452 6.3393 9.3529
C 9.7822 7.0212 8.3902
C 9.3713 7.6690 7.3207
H 6.8167 7.7763 3.5139
H 6.1247 6.6438 4.7631
H 7.8652 6.7681 4.3774
H 5.2202 10.0428 6.4302
H 5.3566 8.8429 7.4896
H 4.5746 8.2714 6.1070
H 6.0856 7.3679 7.8011
H 6.9186 6.3150 10.0119
H 9.4158 5.6857 10.1501
H 10.8579 7.1187 8.5995
H 10.0743 8.2949 6.8122
O 7.8374 10.1282 5.3870
C 11.2844 10.8456 4.2556
P 11.2641 12.2565 5.2488
C 12.8238 12.0163 6.1827
C 11.7303 13.6223 4.0675
O 9.9450 12.7374 5.9739
H 12.3132 10.6306 4.0322
H 10.9232 11.0853 3.2261
H 10.7334 10.0276 4.6459
H 13.5665 11.7276 5.4494
H 12.6194 11.2641 7.0024
H 13.1384 12.9893 6.6151
H 12.8036 13.8906 4.0287
H 11.2460 14.5387 4.3134
H 11.4932 13.2588 3.0655
*
```

Its energy relative to the best compared isomer or geometry (same formula, charge and spin) is 0.0 kJ/mol. For the HOMO energy, the calculation gives -10.66 eV. As for the frontier orbital gap: 0.245 Eh. The LUMO energy is -4.00 eV.

---

Density functional theory data (the ωB97M-V functional and the def2-TZVPD basis) for a cluster of 3 separate species, C4H13NO3 in total.

Geometry as ORCA input:
```
! RIJCOSX wB97M-V def2-TZVPD def2/J DEFGRID3
* xyz 0 1
C 0.9719 -0.6579 1.7415
N 1.2371 0.4310 0.8572
C 1.0383 0.1276 -0.5082
C -0.2489 -2.0930 -0.3691
C -0.2354 -0.7407 -0.8344
O -0.3103 -0.6516 -2.2969
H 0.9415 -0.3026 2.7705
H 1.7061 -1.4596 1.6447
H -0.0126 -1.1293 1.4959
H 0.6765 1.2980 1.0899
H 1.9055 -0.4270 -0.8650
H 0.8470 1.0352 -1.0727
H 0.3082 -2.8486 -0.9093
H -1.0807 -2.4351 0.2317
H -1.0972 -0.1843 -0.4630
H -0.3990 -1.5784 -2.5268
H -1.2530 2.2872 -0.3190
O -1.8148 2.0987 -1.1473
H -0.2074 3.3209 1.3098
H -2.5014 1.4712 -0.8695
O -0.4714 2.4384 1.0403
*
```

Its energy relative to the best compared isomer or geometry (same formula, charge and spin) is 657.1 kJ/mol. For the HOMO energy, the calculation gives -8.06 eV. As for the frontier orbital gap: 0.171 Eh. The LUMO energy is -3.40 eV.

---

Please write out number 4 again, unchanged.
Density functional theory data (the ωB97M-V functional and the def2-TZVPD basis) for a structure of composition C31H23BrGeN3O5S2Sn.

Geometry as ORCA input:
```
! RIJCOSX wB97M-V def2-TZVPD def2/J DEFGRID3
* xyz -2 2
Sn -0.0230 0.0347 0.0212
O -0.0130 -3.3493 5.0298
C 0.0765 -2.7716 3.7840
C 0.5840 -3.4836 2.6795
C 0.6401 -2.8348 1.4702
N 0.2388 -1.5623 1.2815
C -0.2563 -0.8875 2.3879
Br -0.8714 0.9707 2.2483
C -0.3475 -1.4685 3.6468
H 0.3147 -4.2547 4.9824
H 0.9240 -4.5083 2.7590
H 1.0203 -3.3323 0.5873
H -0.7365 -0.9261 4.4988
C 5.2046 2.9563 -1.6201
C 3.9664 2.8998 -2.2562
C 3.1177 1.8139 -2.0434
C 3.5058 0.7765 -1.1952
C 4.7514 0.8375 -0.5599
C 5.5962 1.9262 -0.7720
Ge 2.3305 -0.7391 -0.9224
C 3.1157 -1.9546 0.3750
C 3.3388 -1.5144 1.6828
C 3.9004 -2.3705 2.6275
C 4.2430 -3.6736 2.2727
C 4.0242 -4.1202 0.9713
C 3.4626 -3.2645 0.0240
C 2.0114 -1.6264 -2.6152
C 1.1367 -2.7153 -2.6695
C 0.8961 -3.3639 -3.8788
C 1.5274 -2.9285 -5.0417
C 2.3999 -1.8439 -4.9944
C 2.6421 -1.1936 -3.7848
H 5.8617 3.8014 -1.7864
H 3.6622 3.7003 -2.9166
H 2.1575 1.7777 -2.5442
H 5.0736 0.0400 0.0977
H 6.5602 1.9685 -0.2782
H 3.0749 -0.5024 1.9689
H 4.0704 -2.0229 3.6393
H 4.6796 -4.3387 3.0081
H 4.2916 -5.1335 0.6949
H 3.3013 -3.6255 -0.9841
H 0.6397 -3.0613 -1.7709
H 0.2170 -4.2070 -3.9148
H 1.3399 -3.4331 -5.9819
H 2.8915 -1.5054 -5.8988
H 3.3248 -0.3539 -3.7639
O -0.3436 0.3021 -1.7375
O -2.9637 1.2198 -0.7964
C -3.0202 0.0515 -0.4548
N -1.9848 -0.7385 -0.0518
S -2.5116 -2.2189 0.3142
O -2.1291 -3.2730 -0.6098
O -2.5059 -2.5693 1.7237
C -4.2101 -1.9512 -0.0381
C -5.2721 -2.8246 0.0567
C -6.5248 -2.3263 -0.2931
C -6.6747 -0.9967 -0.7185
C -5.5747 -0.1422 -0.8018
C -4.3343 -0.6458 -0.4526
H -5.1200 -3.8437 0.3890
H -7.3939 -2.9735 -0.2358
H -7.6593 -0.6280 -0.9865
H -5.6734 0.8859 -1.1283
S 1.7322 4.5799 -0.1452
C 1.2073 3.0684 -0.1318
N 0.8122 1.9418 -0.1259
*
```

Its energy relative to the best compared isomer or geometry (same formula, charge and spin) is 692.5 kJ/mol. For the HOMO energy (alpha / beta), the calculation gives 0.30 / -0.48 eV. As for the frontier orbital gap (alpha / beta): 0.147 / 0.175 Eh. The LUMO energy (alpha / beta) is 4.29 / 4.27 eV.